No. 1
ORCA calculation (wB97M-V/def2-TZVPD) on a structure of composition C40H40AsNOPRuSi at a distorted geometry.

energy relative to the best compared isomer or geometry (same formula, charge and spin)	0.00	kcal per mole
E_HOMO (alpha / beta)	-0.5783 / -0.5799	Eh
orbital gap (alpha / beta)	6.382 / 5.138	eV
energy	-126223.2989	eV
strongest force on any atom	4.00	eV/Å
lowest unoccupied orbital energy (alpha / beta)	-9.35 / -10.64	eV

ORCA input file:
```
! RIJCOSX wB97M-V def2-TZVPD def2/J DEFGRID3
* xyz 3 5
Ru -0.11 -0.64 -0.52
O 1.71 -2.58 -2.16
N 1.45 -2.22 -0.84
C 2.39 -2.68 -0.07
C 2.56 -2.63 1.42
C 3.79 -3.06 1.83
C 4.07 -3.08 3.16
C 3.11 -2.68 4.06
C 1.81 -2.41 3.67
C 1.54 -2.29 2.27
P -0.10 -1.60 1.86
C -0.34 -0.15 2.94
C -0.90 -0.25 4.24
C -1.05 0.87 5.06
C -0.57 2.09 4.59
C 0.01 2.23 3.33
C 0.13 1.07 2.49
C -1.34 -2.79 2.32
C -2.69 -2.48 2.41
C -3.64 -3.48 2.53
C -3.21 -4.80 2.54
C -1.82 -5.11 2.65
C -0.88 -4.10 2.50
H 1.00 -3.13 -2.50
H 3.06 -3.35 -0.61
H 4.53 -3.44 1.19
H 5.10 -3.38 3.54
H 3.39 -2.80 5.13
H 1.10 -2.05 4.44
H -1.41 -1.17 4.60
H -1.47 0.66 6.01
H -0.79 2.97 5.21
H 0.37 3.20 3.00
H 0.65 1.18 1.52
H -3.02 -1.45 2.40
H -4.72 -3.30 2.73
H -3.99 -5.67 2.56
H -1.53 -6.15 2.86
H 0.19 -4.29 2.43
C -1.94 -4.19 -2.46
C -2.61 -3.78 -1.33
C -2.48 -2.40 -1.03
C -1.80 -1.45 -1.86
C -1.20 -1.94 -3.05
C -1.30 -3.30 -3.33
Si -2.10 0.40 -1.48
C -2.75 1.71 -2.69
C -3.13 1.35 -3.96
C -3.70 2.35 -4.76
C -4.07 3.61 -4.25
C -3.76 3.87 -2.94
C -3.01 2.96 -2.18
H -1.92 -5.26 -2.68
H -3.21 -4.40 -0.70
H -2.95 -1.98 -0.13
H -0.68 -1.25 -3.71
H -0.82 -3.78 -4.13
H -2.63 0.39 -0.06
H -3.04 0.32 -4.25
H -4.09 2.06 -5.73
H -4.66 4.32 -4.83
H -4.05 4.85 -2.53
H -2.74 3.26 -1.24
C -0.05 3.25 -0.89
As 0.90 1.68 -1.37
C 1.17 1.60 -3.28
C 2.74 1.83 -0.44
C 3.30 3.11 -0.77
C 3.34 4.12 0.23
C 3.94 5.33 -0.03
C 4.30 5.62 -1.34
C 4.15 4.71 -2.36
C 3.69 3.42 -2.05
H 0.64 4.13 -0.89
H -0.40 3.14 0.16
H -0.82 3.43 -1.65
H 1.61 2.64 -3.50
H 0.26 1.48 -3.86
H 1.97 0.94 -3.56
H 3.21 0.90 -0.80
H 2.50 1.71 0.63
H 3.05 3.81 1.23
H 3.91 6.12 0.75
H 4.76 6.60 -1.49
H 4.39 4.96 -3.35
H 3.68 2.66 -2.83
*
```

These are the Mulliken partial charges, in e, on atoms 1 to 8: 0.386, -0.549, 0.198, -0.720, 0.748, -0.707, -0.583, -0.783

=====

No. 2
ORCA calculation (wB97M-V/def2-TZVPD) on a structure of composition C20H22Cl2N2O9P2Ru.

energy relative to the best compared isomer or geometry (same formula, charge and spin)	18.33	kcal per mole
E_HOMO (alpha / beta)	-0.4113 / -0.4292	Eh
orbital gap (alpha / beta)	7.213 / 5.738	eV
energy	-88706.2162	eV
strongest force on any atom	0.13	eV/Å
lowest unoccupied orbital energy (alpha / beta)	-3.98 / -5.94	eV

ORCA input file:
```
! RIJCOSX wB97M-V def2-TZVPD def2/J DEFGRID3
* xyz 1 6
Ru 0.43 -0.33 0.19
C 1.96 2.63 1.28
O 0.77 2.15 0.65
C 0.20 2.90 -0.33
C 0.66 4.13 -0.75
C -0.04 4.81 -1.74
C -1.19 4.28 -2.30
C -1.67 3.06 -1.87
C -0.98 2.36 -0.88
N -1.38 1.11 -0.41
N -2.63 0.92 -0.48
C -3.22 -0.27 -0.21
C -2.54 -1.57 -0.22
O -1.31 -1.69 -0.31
C -3.35 -2.77 -0.14
C -4.68 -2.69 0.03
C -5.37 -1.42 0.12
C -6.74 -1.38 0.32
C -7.40 -0.16 0.39
C -6.69 1.03 0.25
C -5.33 1.01 0.05
C -4.64 -0.22 -0.02
H 1.76 3.59 1.76
H 2.77 2.72 0.55
H 2.22 1.89 2.02
H 1.56 4.56 -0.33
H 0.33 5.77 -2.08
H -1.72 4.82 -3.08
H -2.56 2.62 -2.29
H -2.82 -3.71 -0.20
H -5.27 -3.59 0.11
H -7.30 -2.30 0.42
H -8.47 -0.14 0.54
H -7.21 1.98 0.31
H -4.78 1.93 -0.06
Cl -0.23 -0.21 2.39
C 1.16 -2.22 0.73
Cl 1.32 -3.12 -0.74
H 0.42 -2.66 1.38
H 2.13 -2.02 1.18
C 3.46 -1.59 -3.47
C 3.19 -0.25 -2.79
O 3.92 0.78 -3.46
P 1.44 0.26 -3.04
O 1.49 1.83 -3.03
O 1.06 -0.11 -4.52
O 0.42 -0.27 -2.08
P 3.63 -0.35 -0.98
O 4.68 0.88 -0.88
O 4.22 -1.63 -0.60
O 2.40 0.16 -0.21
H 3.33 -1.49 -4.54
H 2.80 -2.37 -3.08
H 4.48 -1.90 -3.26
H 4.59 1.12 -2.84
H 2.34 2.14 -3.38
H 0.55 -0.93 -4.62
H 5.52 0.56 -0.52
*
```

These are the Mulliken partial charges, in e, on atoms 1 to 8: 1.139, -1.172, -0.179, 0.764, -0.616, -0.742, -0.815, -0.242

=====

No. 3
ORCA calculation (wB97M-V/def2-TZVPD) on a structure of composition C3H4N2O at a distorted geometry.

energy relative to the best compared isomer or geometry (same formula, charge and spin)	149.04	kcal per mole
E_HOMO	-0.3449	Eh
orbital gap	9.684	eV
energy	-8197.4225	eV
strongest force on any atom	6.05	eV/Å
lowest unoccupied orbital energy	0.30	eV

ORCA input file:
```
! RIJCOSX wB97M-V def2-TZVPD def2/J DEFGRID3
* xyz 0 1
C -0.18 -0.60 -0.10
C 0.97 0.02 0.57
C 2.15 0.19 0.99
H -0.42 2.11 0.29
H -2.28 -0.04 -0.54
H -1.04 -2.05 -1.08
H 3.19 0.25 1.35
N -1.29 0.31 -0.10
N -0.18 -1.79 -0.67
O -0.91 1.60 -0.72
*
```

These are the Mulliken partial charges, in e, on atoms 1 to 8: 0.486, -0.384, -0.006, 0.378, 0.295, 0.226, 0.377, -0.278

=====

No. 4
ORCA calculation (wB97M-V/def2-TZVPD) on a cluster of 2 separate species, C4H9ClN2 in total at a distorted geometry.

energy relative to the best compared isomer or geometry (same formula, charge and spin)	81.58	kcal per mole
E_HOMO	-0.2790	Eh
orbital gap	8.540	eV
energy	-19792.3905	eV
strongest force on any atom	4.82	eV/Å
lowest unoccupied orbital energy	0.95	eV

ORCA input file:
```
! RIJCOSX wB97M-V def2-TZVPD def2/J DEFGRID3
* xyz 0 1
C -1.94 -0.37 1.53
C -0.04 -1.81 -1.59
C -2.08 0.55 0.56
C 1.35 -0.58 0.75
N 0.07 -0.52 -1.26
N 0.64 0.13 -0.31
Cl -3.09 0.12 -0.73
H -1.27 -0.19 2.35
H -2.39 -1.29 1.52
H -0.57 -1.86 -2.51
H 0.51 -2.45 -1.08
H -1.62 1.60 0.47
H 1.13 0.05 1.61
H 1.05 -1.59 1.11
H 2.35 -0.63 0.62
H -0.48 0.10 -1.77
*
```

These are the Mulliken partial charges, in e, on atoms 1 to 8: -0.719, -0.515, 0.011, -0.970, 0.284, -0.739, -0.189, 0.263

=====

No. 5
ORCA calculation (wB97M-V/def2-TZVPD) on a cluster of 2 separate species, C4H7N3S in total at a distorted geometry.

energy relative to the best compared isomer or geometry (same formula, charge and spin)	125.49	kcal per mole
E_HOMO (alpha / beta)	-0.3202 / -0.2897	Eh
orbital gap (alpha / beta)	8.255 / 7.936	eV
energy	-19562.3363	eV
strongest force on any atom	5.46	eV/Å
lowest unoccupied orbital energy (alpha / beta)	-0.46 / 0.05	eV

ORCA input file:
```
! RIJCOSX wB97M-V def2-TZVPD def2/J DEFGRID3
* xyz 0 1
C -1.47 0.98 0.67
C -2.53 0.14 0.48
C -0.51 0.62 -0.19
C 2.03 -1.66 -0.31
N -2.30 -0.74 -0.48
N 1.48 1.90 0.68
N -1.11 -0.37 -0.89
S 1.13 1.07 -0.58
H -1.39 1.80 1.49
H -3.49 0.26 1.02
H 1.79 -1.75 -1.35
H 1.51 -2.18 0.50
H 3.04 -1.45 -0.11
H 2.44 2.25 0.75
H -0.64 -0.86 -1.70
*
```

These are the Mulliken partial charges, in e, on atoms 1 to 8: -0.200, -0.262, 0.219, -1.060, -0.894, -0.536, 0.319, 0.147

=====

No. 6
ORCA calculation (wB97M-V/def2-TZVPD) on an isolated molecule of C20H21ClN2O2.

structure (SMILES)	Cc1ccccc1C(=O)N1CCC(C(=O)Nc2ccccc2Cl)CC1
energy relative to the best compared isomer or geometry (same formula, charge and spin)	0.00	kcal per mole
E_HOMO	-0.3223	Eh
orbital gap	9.331	eV
energy	-40680.0741	eV
strongest force on any atom	0.61	eV/Å
lowest unoccupied orbital energy	0.56	eV

ORCA input file:
```
! RIJCOSX wB97M-V def2-TZVPD def2/J DEFGRID3
* xyz 0 1
C -5.69 1.02 0.81
C -5.21 -0.05 -0.12
C -6.03 -0.53 -1.14
C -5.59 -1.53 -2.00
C -4.33 -2.07 -1.84
C -3.50 -1.61 -0.83
C -3.94 -0.60 0.02
C -3.05 -0.15 1.14
O -3.04 -0.72 2.22
N -2.27 0.92 0.88
C -2.17 1.59 -0.40
H -2.53 0.91 -1.18
C -0.72 1.99 -0.68
H -0.50 2.97 -0.26
H -0.56 2.06 -1.76
C 0.23 0.97 -0.06
C 1.67 1.25 -0.47
O 2.02 2.28 -0.99
N 2.50 0.22 -0.15
C 3.88 0.12 -0.31
C 4.66 1.12 -0.89
C 6.02 0.96 -1.02
C 6.64 -0.20 -0.58
C 5.89 -1.20 0.01
C 4.52 -1.04 0.14
Cl 3.59 -2.31 0.88
H 6.35 -2.11 0.36
H 7.71 -0.32 -0.68
H 6.61 1.74 -1.48
H 4.17 2.02 -1.24
H 2.09 -0.60 0.29
C 0.11 1.02 1.47
C -1.33 1.39 1.88
H -1.60 0.93 2.83
H -1.44 2.48 1.97
H 0.80 1.76 1.88
H 0.37 0.05 1.90
H -0.05 -0.03 -0.42
H -2.82 2.48 -0.41
H -2.52 -2.04 -0.69
H -3.98 -2.86 -2.50
H -6.24 -1.88 -2.79
H -7.02 -0.12 -1.27
H -5.19 1.96 0.60
H -6.76 1.17 0.71
H -5.46 0.75 1.84
*
```

These are the Mulliken partial charges, in e, on atoms 1 to 8: -1.378, 1.165, -0.778, -0.575, -0.735, -0.113, 0.225, 0.151

=====

No. 7
ORCA calculation (wB97M-V/def2-TZVPD) on an isolated molecule of C24H32N2O2S.

structure (SMILES)	CSCCCNC(=O)c1ccc(OC2CCN(CCc3ccccc3)CC2)cc1
energy relative to the best compared isomer or geometry (same formula, charge and spin)	2.72	kcal per mole
E_HOMO	-0.3111	Eh
orbital gap	9.209	eV
energy	-43318.5277	eV
strongest force on any atom	0.58	eV/Å
lowest unoccupied orbital energy	0.74	eV

ORCA input file:
```
! RIJCOSX wB97M-V def2-TZVPD def2/J DEFGRID3
* xyz 0 1
C -9.82 -2.37 -0.35
H -9.77 -3.24 0.31
H -10.27 -1.53 0.17
H -10.41 -2.61 -1.23
S -8.16 -1.94 -0.93
C -7.33 -1.67 0.67
C -7.67 -0.33 1.30
H -7.32 -0.33 2.34
H -8.75 -0.19 1.31
C -7.03 0.83 0.54
N -5.60 0.84 0.70
C -4.74 0.87 -0.35
O -5.11 0.93 -1.50
C -3.29 0.85 0.03
C -2.39 1.46 -0.82
C -1.04 1.49 -0.54
C -0.55 0.88 0.61
C -1.46 0.23 1.46
C -2.81 0.21 1.18
H -3.47 -0.32 1.84
H -1.07 -0.26 2.34
O 0.74 0.84 1.02
C 1.76 1.45 0.23
C 2.95 1.68 1.15
C 4.12 2.27 0.35
N 4.51 1.47 -0.79
C 5.30 0.29 -0.46
H 4.96 -0.21 0.46
C 6.78 0.66 -0.31
C 7.60 -0.57 -0.09
C 7.81 -1.06 1.20
C 8.53 -2.22 1.40
C 9.07 -2.91 0.32
C 8.87 -2.42 -0.96
C 8.14 -1.26 -1.16
H 7.99 -0.89 -2.16
H 9.29 -2.95 -1.81
H 9.64 -3.81 0.48
H 8.68 -2.59 2.41
H 7.39 -0.53 2.04
H 7.10 1.18 -1.21
H 6.90 1.35 0.53
H 5.21 -0.43 -1.28
C 3.37 1.23 -1.65
C 2.18 0.57 -0.94
H 1.36 0.43 -1.64
H 2.48 -0.41 -0.55
H 3.06 2.20 -2.05
H 3.69 0.61 -2.49
H 3.84 3.26 -0.03
H 4.99 2.40 1.00
H 2.68 2.36 1.96
H 3.24 0.73 1.60
H 1.41 2.43 -0.14
H -0.37 1.99 -1.23
H -2.77 1.93 -1.72
H -5.24 0.88 1.64
H -7.22 0.73 -0.53
H -7.45 1.78 0.89
H -7.60 -2.50 1.32
H -6.26 -1.73 0.45
*
```

These are the Mulliken partial charges, in e, on atoms 1 to 8: -0.850, 0.248, 0.265, 0.353, -0.052, -0.643, -0.613, 0.380

=====

No. 8
ORCA calculation (wB97M-V/def2-TZVPD) on a structure of composition C20H37IrN7OS2Si.

energy relative to the best compared isomer or geometry (same formula, charge and spin)	35.86	kcal per mole
E_HOMO (alpha / beta)	-0.5183 / -0.5181	Eh
orbital gap (alpha / beta)	5.176 / 5.273	eV
energy	-66190.3774	eV
strongest force on any atom	0.70	eV/Å
lowest unoccupied orbital energy (alpha / beta)	-8.93 / -8.83	eV

ORCA input file:
```
! RIJCOSX wB97M-V def2-TZVPD def2/J DEFGRID3
* xyz 2 2
Ir -0.46 -0.08 0.14
C 4.25 0.76 -2.20
C 3.71 -0.45 -1.51
C 4.42 -1.67 -1.59
C 3.95 -2.78 -0.92
C 2.80 -2.66 -0.17
C 2.13 -1.42 -0.17
N 2.58 -0.35 -0.85
N 0.94 -1.29 0.52
Si 0.55 -2.41 1.99
C -0.76 -1.56 3.01
C 2.11 -2.52 2.99
C -0.09 -4.02 1.32
H 5.31 0.64 -2.44
H 4.15 1.64 -1.57
H 3.72 0.94 -3.14
H 5.34 -1.71 -2.16
H 4.48 -3.73 -0.97
H 2.40 -3.50 0.36
H -0.70 -0.47 2.98
H -0.61 -1.86 4.05
H -1.77 -1.86 2.72
H 2.52 -1.53 3.18
H 2.90 -3.14 2.56
H 1.85 -2.95 3.96
H -0.93 -3.89 0.64
H -0.46 -4.59 2.18
H 0.66 -4.64 0.83
C 2.11 5.13 0.60
C 1.05 4.08 0.92
S 1.59 2.50 0.27
O 0.50 1.52 0.83
C 1.36 2.69 -1.52
C 0.28 3.62 -2.05
H 1.72 6.11 0.87
H 2.36 5.16 -0.46
H 3.03 4.96 1.17
H 0.07 4.34 0.55
H 0.99 3.90 2.00
H 1.26 1.66 -1.85
H 2.35 3.04 -1.82
H -0.71 3.18 -1.99
H 0.50 3.78 -3.11
H 0.28 4.60 -1.58
C -3.33 0.39 0.91
N -4.59 1.09 0.92
C -4.38 2.44 1.44
N -3.43 3.18 0.60
C -2.17 2.48 0.58
N -2.30 1.08 0.03
C -2.91 1.20 -1.35
N -4.16 1.90 -1.31
C -5.10 1.18 -0.45
C -3.96 3.25 -0.77
H -3.48 -0.62 0.53
H -2.92 0.34 1.92
H -4.00 2.39 2.46
H -5.33 2.97 1.45
H -1.77 2.41 1.59
H -1.47 3.01 -0.06
H -3.06 0.20 -1.74
H -2.20 1.73 -1.98
H -5.26 0.17 -0.84
H -6.06 1.70 -0.44
H -4.91 3.78 -0.76
H -3.27 3.79 -1.41
S -2.84 -3.35 -2.11
C -2.06 -2.25 -1.33
N -1.48 -1.40 -0.72
*
```

These are the Mulliken partial charges, in e, on atoms 1 to 8: 0.733, -1.244, 0.742, -0.639, -1.043, -0.365, 0.576, 0.189

=====

No. 9
ORCA calculation (wB97M-V/def2-TZVPD) on an isolated molecule of C3H7ClN2 at a distorted geometry.

structure (SMILES)	N/N=C/CCCl
energy relative to the best compared isomer or geometry (same formula, charge and spin)	49.46	kcal per mole
E_HOMO	-0.3379	Eh
orbital gap	10.150	eV
energy	-18725.1883	eV
strongest force on any atom	2.89	eV/Å
lowest unoccupied orbital energy	0.95	eV

ORCA input file:
```
! RIJCOSX wB97M-V def2-TZVPD def2/J DEFGRID3
* xyz 0 1
C 0.56 0.06 0.55
C -0.59 0.96 0.23
C -1.77 0.34 -0.53
H 2.80 -1.41 -0.83
H 2.47 -1.29 0.81
H 0.87 -0.08 1.57
H -0.92 1.40 1.16
H -0.29 1.79 -0.45
H -2.61 1.02 -0.37
H -1.62 0.22 -1.68
N 2.03 -1.43 -0.15
N 1.34 -0.21 -0.42
Cl -2.26 -1.36 0.11
*
```

These are the Mulliken partial charges, in e, on atoms 1 to 8: -0.168, -0.545, -0.436, 0.265, 0.244, 0.381, 0.331, 0.262

=====

No. 10
ORCA calculation (wB97M-V/def2-TZVPD) on an isolated molecule of C18H20ClN3O4S at a distorted geometry.

structure (SMILES)	COc1ccc(NC(=O)C2CCN(S(=O)(=O)c3cccnc3)CC2)cc1Cl
energy relative to the best compared isomer or geometry (same formula, charge and spin)	445.04	kcal per mole
E_HOMO	-0.3091	Eh
orbital gap	7.863	eV
energy	-54990.5951	eV
strongest force on any atom	15.71	eV/Å
lowest unoccupied orbital energy	-0.55	eV

ORCA input file:
```
! RIJCOSX wB97M-V def2-TZVPD def2/J DEFGRID3
* xyz 0 1
C -2.15 -2.39 -7.46
H -2.34 -3.41 -8.09
O -1.52 -2.96 -6.38
C -0.94 -2.04 -5.36
C -0.08 -2.75 -4.28
C 0.33 -1.88 -3.16
C 0.22 -0.37 -3.09
C -0.52 -0.05 -4.12
C -1.07 -0.71 -5.17
Cl -1.84 0.36 -6.47
H -0.83 1.13 -4.07
N 0.60 0.11 -1.97
C 1.53 -0.26 -1.02
O 1.52 -1.33 -0.75
C 1.73 0.87 -0.05
C 2.74 0.76 1.01
C 2.32 -0.26 1.95
N 1.00 0.27 2.65
S 1.07 1.21 3.76
O 0.83 2.76 3.41
O 2.45 0.98 4.55
C -0.28 0.98 5.04
C -1.30 1.75 5.26
C -2.27 1.45 6.14
C -2.22 -0.28 6.65
N -1.18 -0.89 6.20
C -0.01 -0.41 5.42
H 0.44 -1.23 5.22
H -2.86 -0.27 7.30
H -2.98 2.01 6.33
H -1.24 2.64 4.85
C -0.01 0.39 1.72
C 0.37 1.51 0.60
H 0.78 2.45 1.15
H -0.33 1.72 -0.06
H -1.12 0.89 2.22
H -0.35 -0.60 1.20
H 2.81 -0.23 2.79
H 1.90 -1.29 1.58
H 3.46 0.24 0.60
H 3.09 1.69 1.35
H 1.96 2.03 -0.60
H 0.53 1.25 -2.12
H 0.90 -2.42 -2.38
H -0.23 -3.78 -4.18
H -1.47 -1.83 -8.18
H -2.98 -1.92 -7.24
*
```

These are the Mulliken partial charges, in e, on atoms 1 to 8: -0.890, 0.185, -0.342, 0.490, -1.013, -0.372, 0.411, -0.177

=====

No. 11
ORCA calculation (wB97M-V/def2-TZVPD) on a structure of composition C5H7NO at a distorted geometry.

energy relative to the best compared isomer or geometry (same formula, charge and spin)	99.17	kcal per mole
E_HOMO	-0.3600	Eh
orbital gap	10.869	eV
energy	-8831.9022	eV
strongest force on any atom	4.01	eV/Å
lowest unoccupied orbital energy	1.07	eV

ORCA input file:
```
! RIJCOSX wB97M-V def2-TZVPD def2/J DEFGRID3
* xyz 0 1
N -0.68 0.66 -2.32
C -0.51 0.67 -1.06
O -0.76 1.44 0.03
C 0.44 0.85 0.66
C 0.05 -0.33 1.57
C 0.20 -1.30 0.37
C 0.61 -0.15 -0.60
H -1.30 1.25 -2.83
H 1.09 1.65 1.02
H -0.95 -0.24 2.01
H 0.77 -0.50 2.38
H -0.70 -1.84 0.07
H 1.00 -2.03 0.54
H 0.76 -0.13 -1.83
*
```

These are the Mulliken partial charges, in e, on atoms 1 to 8: -0.585, 0.274, -0.432, 0.129, -0.738, -0.472, -0.195, 0.224